{
  "formula": "C25H24N5O5OsPS4",
  "method": "the ωB97M-V functional and the def2-TZVPD basis",
  "total_charge": 2,
  "e_homo_ev": [-14.5, -14.6],
  "e_above_lowest_ev": 0.0079,
  "orbital_gap_ha": [0.23700, 0.23745],
  "elements": ["H", "H", "H", "N", "Os", "H", "H", "O", "C", "H", "H", "O", "H", "S", "H", "H", "N", "H", "H", "H", "H", "S", "C", "P", "O", "O", "C", "C", "C", "N", "H", "C", "C", "C", "C", "H", "C", "H", "O", "C", "C", "H", "N", "C", "H", "C", "H", "C", "C", "H", "S", "C", "C", "S", "H", "C", "H", "C", "C", "N", "C", "C", "C", "H", "C"],
  "xyz": [[0.425, -3.345, -3.432], [-2.213, -5.315, -1.574], [-2.999, -0.975, -0.129], [6.826, 1.633, -0.454], [0.485, 0.111, 0.253], [-5.214, -1.854, 0.576], [-4.186, 4.068, 2.243], [-0.017, -3.777, -0.795], [3.314, 0.682, 0.006], [6.255, -0.575, 1.087], [0.879, 4.466, -2.668], [0.678, 1.052, 2.265], [-4.807, -3.437, -0.102], [7.254, 2.916, -1.322], [0.831, -5.243, -1.887], [3.382, 4.505, -2.586], [2.458, -0.208, 0.572], [-4.449, -2.383, -2.426], [-0.346, -4.808, -4.030], [-3.898, -2.796, 1.284], [-1.204, -6.586, -2.274], [-0.488, -1.802, 1.341], [-3.050, 4.233, 4.077], [-0.855, -2.524, -0.495], [-2.323, -2.821, -0.863], [-2.263, 3.154, -0.414], [5.186, -0.476, 0.949], [2.710, 1.753, -0.749], [-0.419, 1.647, 2.085], [-0.943, 1.414, 0.884], [-1.751, 4.230, 5.777], [0.734, 2.701, -1.472], [4.301, -1.359, 1.536], [-1.212, 2.541, 2.927], [-1.225, -5.771, -1.549], [-3.762, 4.899, 4.544], [-2.360, 2.927, 2.238], [4.649, -2.175, 2.152], [-3.444, 1.202, 0.528], [-3.447, -1.850, -0.601], [2.939, -1.198, 1.337], [-3.295, -1.044, -2.599], [5.804, 3.452, -1.760], [2.810, 3.733, -2.088], [-1.340, -3.575, -3.265], [-4.393, -2.535, 0.349], [-4.842, -0.779, -1.794], [4.914, 2.623, -1.236], [-0.969, 3.000, 4.208], [-0.347, 2.678, -1.481], [-2.422, 2.191, 0.627], [-3.298, 3.772, 2.784], [5.504, 1.577, -0.484], [-0.135, -0.857, -1.619], [2.212, -1.864, 1.777], [-0.367, -4.067, -3.230], [-1.044, -6.194, -0.562], [1.435, 3.710, -2.132], [-0.152, -4.778, -1.916], [1.358, 1.745, -0.791], [4.689, 0.573, 0.170], [-1.909, 3.854, 4.776], [-4.037, -1.498, -1.941], [-0.080, 2.701, 4.746], [3.476, 2.728, -1.378]]
}